ORCA calculation (ωB97M-V/def2-TZVPD) on a 3-piece molecular cluster, C3H6O4 overall in a non-equilibrium geometry.

The geometry in XYZ format:
```
13
Properties=species:S:1:pos:R:3:forces:R:3:nbo_charge:R:1
C 0.4099 -2.6214 -1.5204 -0.65 0.37 0.65 -0.524
C 0.2651 -1.3364 -0.8644 2.29 0.03 0.08 -0.243
O -0.6720 -0.4746 -1.5542 0.05 0.19 -0.15 -0.517
C -1.1986 0.5340 -0.9087 0.11 -0.83 0.81 0.990
O -1.5948 0.5421 0.2368 0.02 0.27 -0.14 -0.674
O -1.2588 1.5893 -1.7256 -0.45 0.66 -0.76 -0.683
H 0.7768 -3.4567 -0.9199 0.02 0.27 -0.28 0.169
H -0.1401 -2.8557 -2.4361 0.32 0.20 0.25 0.170
H 0.2120 -1.3131 0.2415 -0.60 -0.05 -0.60 0.197
H -1.8452 2.2504 -1.3377 0.16 -0.13 0.26 0.482
H 1.5326 -0.5389 -0.9043 0.30 -0.09 -0.24 0.378
O 2.8158 0.1935 -0.8515 -1.37 -0.84 0.22 -1.162
H 2.8746 0.7664 -1.6216 -0.20 -0.04 -0.11 0.418
```
Forces are in eV/Å.

The energy above the lowest of the compared OMol25 structures with the same formula, charge and spin comes out at 0.8333 eV. The expectation value of S² is 0.757. As for the charge: -1. The calculation puts the strongest force on any atom at 2.3 eV/Å. Its multiplicity is 2. Its total energy is -11396.09058 eV.

=====

ORCA calculation (ωB97M-V/def2-TZVPD) on a single C4H7NO2 molecule.

The geometry in XYZ format:
```
14
Properties=species:S:1:pos:R:3:forces:R:3:nbo_charge:R:1
O -1.0053 -0.5960 1.4296 0.12 -0.05 0.09 -0.708
C -0.9864 0.0026 0.1489 0.01 0.18 -0.30 0.045
C -0.2987 -0.9089 -0.8635 -0.14 0.01 -0.03 -0.279
N 1.1281 -1.0226 -0.5471 0.19 0.30 0.21 -0.507
C 1.6759 -0.0901 0.1166 0.03 -0.31 -0.17 0.392
O 1.1504 1.0720 0.5535 0.06 -0.09 -0.05 -0.491
C -0.1954 1.3089 0.1370 -0.18 0.08 -0.02 -0.097
H -0.2249 -1.1647 1.4974 -0.16 0.13 0.10 0.473
H -2.0243 0.2370 -0.1063 0.09 -0.17 -0.12 0.190
H -0.4279 -0.5278 -1.8842 0.05 -0.04 0.16 0.206
H -0.7257 -1.9179 -0.8456 0.02 0.18 0.06 0.213
H 2.7128 -0.1711 0.4379 -0.08 -0.02 -0.11 0.177
H -0.1787 1.7129 -0.8847 -0.05 -0.01 0.17 0.179
H -0.6000 2.0658 0.8105 0.04 -0.18 0.01 0.206
```
Forces are in eV/Å.

The energy above the lowest of the compared OMol25 structures with the same formula, charge and spin comes out at 1.4559 eV. The calculation puts the strongest force on any atom at 0.4 eV/Å. As for the SMILES: O[C@@H]1CN=COC1. Its total energy is -9845.82375 eV.

=====

ORCA calculation (ωB97M-V/def2-TZVPD) on C38H20MoN9O2 as an isolated structure in a non-equilibrium geometry.

The geometry in XYZ format:
```
70
Properties=species:S:1:pos:R:3:forces:R:3:nbo_charge:R:1
Mo -0.4861 0.0832 -0.0108 -1.27 -0.40 0.00 1.473
C -0.6292 0.8151 -6.4562 -0.03 0.05 0.07 -0.136
C 0.1035 -0.3635 -6.4688 0.03 -0.05 0.05 -0.147
C 0.6117 -0.9193 -5.2865 -0.03 -0.01 -0.12 -0.114
C 0.3168 -0.2571 -4.1154 0.13 -0.08 0.13 -0.072
C 0.7214 -0.5008 -2.7439 0.01 -0.12 -0.16 0.558
N 0.1383 0.4332 -1.9129 0.34 0.23 -0.04 -0.607
C -0.4478 1.3967 -2.7196 -0.10 -0.07 -0.26 0.572
N -0.8921 2.5729 -2.3559 0.06 -0.12 0.18 -0.464
C -0.8954 2.9529 -1.0924 -0.01 0.22 -0.05 0.591
C -1.1385 4.3219 -0.6692 0.03 -0.17 -0.17 -0.142
C -1.3530 5.4733 -1.3874 -0.04 0.14 0.01 -0.087
C -1.5821 6.6445 -0.6438 0.02 -0.06 -0.06 -0.141
C -1.6003 6.6287 0.7416 0.02 -0.06 0.06 -0.145
C -1.3905 5.4408 1.4640 -0.05 0.15 0.00 -0.096
C -1.1569 4.3060 0.7257 0.03 -0.19 0.16 -0.072
C -0.9241 2.9275 1.1238 -0.01 0.22 0.05 0.573
N -0.9549 2.5187 2.3780 0.06 -0.11 -0.18 -0.465
C -0.5214 1.3342 2.7274 -0.10 -0.08 0.27 0.572
N 0.0872 0.3893 1.9158 0.33 0.23 0.03 -0.607
C 0.6460 -0.5646 2.7400 0.01 -0.13 0.17 0.557
N 1.5419 -1.4529 2.3688 -0.13 0.12 -0.08 -0.475
C 1.9223 -1.5486 1.1138 0.25 -0.10 -0.02 0.569
N 1.2758 -1.0513 -0.0003 0.15 0.07 0.00 -0.616
C 1.9544 -1.5218 -1.1072 0.24 -0.10 0.03 0.586
N 1.6088 -1.3962 -2.3693 -0.14 0.12 0.07 -0.473
C 3.1289 -2.2733 -0.6852 -0.18 0.07 -0.17 -0.157
C 4.1170 -2.8995 -1.4077 0.13 -0.09 -0.01 -0.085
C 5.1176 -3.5532 -0.6694 -0.06 0.04 -0.05 -0.144
C 5.0972 -3.5707 0.7174 -0.05 0.04 0.04 -0.142
C 4.0751 -2.9355 1.4421 0.12 -0.09 0.02 -0.114
C 3.1083 -2.2908 0.7071 -0.17 0.07 0.17 -0.075
C 0.2038 -0.3524 4.1052 0.13 -0.07 -0.13 -0.072
C 0.4657 -1.0418 5.2683 -0.03 -0.02 0.12 -0.114
C -0.0753 -0.5138 6.4487 0.03 -0.04 -0.05 -0.147
C -0.8078 0.6650 6.4434 -0.03 0.04 -0.07 -0.136
C -1.0369 1.3805 5.2569 -0.02 -0.01 0.14 -0.091
C -0.5294 0.8369 4.1013 0.00 0.18 -0.19 -0.137
N -0.7224 2.1463 0.0088 0.07 -0.08 0.01 -0.587
C -0.4168 0.9316 -4.1041 -0.02 0.19 0.18 -0.137
C -0.8919 1.5028 -5.2604 -0.01 -0.02 -0.13 -0.091
H -0.9964 1.2180 -7.3905 0.00 0.00 0.01 0.259
H 0.2940 -0.8570 -7.4121 0.00 0.00 0.00 0.259
H 1.2033 -1.8248 -5.2964 0.00 0.01 -0.01 0.255
H -1.3525 5.4815 -2.4689 0.00 0.01 0.01 0.256
H -1.7521 7.5771 -1.1642 0.00 0.00 0.00 0.259
H -1.7842 7.5493 1.2783 0.00 0.00 0.00 0.259
H -1.4184 5.4241 2.5450 0.00 0.01 -0.01 0.254
H 4.1262 -2.8923 -2.4892 0.01 0.00 0.01 0.256
H 5.9200 -4.0561 -1.1920 0.00 0.00 -0.01 0.259
H 5.8840 -4.0871 1.2505 -0.01 0.00 0.01 0.259
H 4.0524 -2.9556 2.5233 0.01 0.00 -0.01 0.257
H 1.0568 -1.9476 5.2735 0.00 0.01 0.01 0.255
H 0.0889 -1.0294 7.3851 0.00 0.00 0.00 0.259
H -1.2011 1.0458 7.3763 0.00 0.01 -0.01 0.259
H -1.5842 2.3134 5.2562 0.01 -0.01 0.01 0.257
H -1.4392 2.4356 -5.2531 0.01 0.00 -0.01 0.257
O -4.4366 -0.7735 -0.0331 -0.03 -0.05 0.01 -0.421
C -3.2773 -0.9824 -0.0316 0.05 0.22 -0.04 0.761
O -2.3424 0.0401 -0.0329 0.13 -0.07 0.01 -0.629
C -2.5754 -2.2879 -0.0364 0.08 0.02 0.01 0.067
C -3.2757 -3.4722 -0.0441 -0.05 -0.02 0.00 -0.158
C -2.5541 -4.6578 -0.0505 -0.02 -0.06 0.00 -0.102
C -1.1729 -4.5852 -0.0496 0.00 0.02 0.00 -0.206
C -0.5549 -3.3443 -0.0411 -0.05 0.04 0.00 0.070
N -1.2374 -2.1921 -0.0337 0.15 -0.04 0.00 -0.458
H -4.3571 -3.4455 -0.0455 0.00 0.00 0.00 0.277
H -3.0597 -5.6140 -0.0567 -0.01 0.01 0.00 0.264
H -0.5643 -5.4786 -0.0560 0.00 0.01 0.00 0.260
H 0.5213 -3.2963 -0.0423 0.01 -0.02 0.00 0.197
```
Forces are in eV/Å.

As for the charge: +3. The calculation puts the strongest force on any atom at 1.3 eV/Å. Its total energy is -59070.91529 eV.

=====

ORCA calculation (ωB97M-V/def2-TZVPD) on a 2-piece molecular cluster, C6H15NO overall in a non-equilibrium geometry.

The geometry in XYZ format:
```
23
Properties=species:S:1:pos:R:3:forces:R:3:nbo_charge:R:1
C -2.3591 -0.6847 0.2763 -0.44 -0.47 -0.59 -0.629
C -1.1697 -0.3178 -0.6242 0.18 0.44 -0.25 -0.224
N 0.1963 -0.4054 -0.0342 -1.17 -0.75 0.05 -0.461
C 1.1670 0.3963 -0.8246 -0.46 -0.86 0.30 -0.231
C 0.9901 1.8188 -0.3359 0.92 0.21 0.27 -0.429
C 0.6704 1.6351 1.1891 -1.06 -0.11 -1.30 -0.437
C 0.2438 0.1194 1.3329 1.54 0.98 -0.33 -0.230
H -2.1668 -0.7618 1.3434 -0.04 0.08 -0.16 0.212
H -2.7350 -1.6458 -0.0757 0.10 -0.25 0.38 0.213
H -3.2210 -0.0337 0.0997 0.33 0.29 0.21 0.217
H -1.2577 -1.0039 -1.4795 0.47 0.25 0.04 0.190
H -1.2985 0.6934 -1.0376 -0.22 -0.04 0.08 0.166
H 1.0229 0.1352 -1.8916 0.10 0.55 0.48 0.214
H 2.1760 0.1045 -0.5348 0.07 -0.41 -0.09 0.196
H 1.8986 2.4128 -0.4692 0.01 -0.13 -0.05 0.216
H 0.2249 2.3558 -0.8919 -0.34 -0.04 0.29 0.200
H -0.1060 2.3987 1.3103 -0.08 -0.48 0.96 0.211
H 1.4879 1.7830 1.8694 0.48 0.59 0.02 0.210
H 1.0657 -0.4127 1.8463 -0.27 0.27 -0.09 0.190
H -0.6298 -0.0093 1.9567 -0.19 -0.12 -0.32 0.209
O 1.3265 -3.0671 -1.3106 0.41 -0.50 -0.12 -0.960
H 0.6708 -2.3626 -1.2485 0.30 0.06 0.70 0.485
H 1.8027 -3.1481 -0.4656 -0.66 0.44 -0.48 0.473
```
Forces are in eV/Å.

The energy above the lowest of the compared OMol25 structures with the same formula, charge and spin comes out at 1.7654 eV. The calculation puts the strongest force on any atom at 1.9 eV/Å. As for the SMILES: CCN1CCCC1.O. Its total energy is -10001.99174 eV.